# 1
The following is a DFT calculation (wB97M-V/def2-TZVPD) of a cluster of 2 separate species, C5H10O2 in total in a non-equilibrium geometry.

Values from the calculation:
SMILES string: C=C/C(O)=C/C.O
HOMO-LUMO gap in Eh: 0.311
Relative energy (zero: lowest compared OMol25 entry of this formula, charge and spin) in kJ/mol: 255.24
E_HOMO in eV: -8.038

Geometry as ORCA input:
```
! RIJCOSX wB97M-V def2-TZVPD def2/J DEFGRID3
* xyz 0 1
C 0.550 -1.427 2.507
C 1.284 -0.765 1.598
C 0.730 0.084 0.548
O 1.329 -0.122 -0.672
C -0.312 0.919 0.724
C -0.765 1.799 -0.407
H -0.501 -1.298 2.366
H 1.017 -2.131 3.155
H 2.371 -0.806 1.599
H 0.629 -0.119 -1.339
H -1.118 0.655 1.428
H -1.428 1.176 -1.008
H -1.352 2.645 -0.083
H 0.097 2.157 -0.988
O -0.497 -0.840 -2.949
H -0.929 -0.348 -3.659
H -1.104 -1.579 -2.822
*
```

=====

# 2
The following is a DFT calculation (wB97M-V/def2-TZVPD) of an isolated molecule of C35H38N4O4.

Values from the calculation:
SMILES string: CCOc1ccc([C@H]2c3[nH]c4ccccc4c3C[C@H]3C(=O)N(C4CCN(Cc5ccccc5)CC4)CC(=O)N23)cc1OC
HOMO-LUMO gap in Eh: 0.312
E_HOMO in eV: -7.841

Geometry as ORCA input:
```
! RIJCOSX wB97M-V def2-TZVPD def2/J DEFGRID3
* xyz 0 1
C 4.093 3.747 -1.184
C 3.041 3.308 -0.178
O 1.892 2.917 -0.901
C 0.875 2.315 -0.232
C 0.805 2.155 1.141
C -0.245 1.456 1.723
C -1.247 0.922 0.938
C -2.286 -0.006 1.540
C -3.657 0.219 1.027
N -4.521 1.177 1.490
C -5.683 1.097 0.774
C -6.849 1.845 0.862
C -7.878 1.531 0.000
C -7.755 0.497 -0.933
C -6.602 -0.250 -1.028
C -5.546 0.044 -0.167
C -4.238 -0.493 0.022
C -3.548 -1.597 -0.697
C -2.321 -2.134 0.057
C -1.101 -2.231 -0.878
O -1.121 -1.875 -2.041
N -0.016 -2.728 -0.251
C 1.289 -2.492 -0.868
C 2.326 -3.572 -0.581
C 3.645 -3.186 -1.280
N 4.151 -1.880 -0.915
C 4.729 -1.813 0.420
C 5.380 -0.475 0.646
C 5.022 0.324 1.723
C 5.624 1.557 1.914
C 6.584 2.005 1.024
C 6.941 1.216 -0.057
C 6.344 -0.017 -0.243
C 3.154 -0.859 -1.169
C 1.825 -1.120 -0.454
C -0.128 -3.021 1.162
C -0.785 -1.841 1.875
O -0.330 -1.356 2.892
N -1.879 -1.384 1.232
C -1.216 1.121 -0.441
C -0.169 1.801 -1.038
O -0.036 1.993 -2.376
C -0.951 1.346 -3.232
H 3.714 4.572 -1.781
H 4.993 4.060 -0.663
H 4.336 2.921 -1.847
H 2.797 4.136 0.503
H 3.423 2.466 0.417
H 1.581 2.550 1.776
H -0.254 1.304 2.791
H -2.250 0.086 2.633
H -4.318 1.843 2.216
H -6.944 2.645 1.582
H -8.798 2.093 0.042
H -8.585 0.286 -1.590
H -6.512 -1.045 -1.752
H -4.248 -2.417 -0.872
H -3.210 -1.255 -1.683
H -2.551 -3.149 0.410
H 1.087 -2.475 -1.946
H 2.513 -3.663 0.490
H 1.983 -4.539 -0.950
H 4.411 -3.932 -1.058
H 3.481 -3.177 -2.362
H 3.998 -1.998 1.223
H 5.492 -2.598 0.478
H 4.266 -0.016 2.418
H 5.339 2.169 2.758
H 7.054 2.966 1.174
H 7.688 1.564 -0.756
H 6.610 -0.635 -1.087
H 3.558 0.109 -0.869
H 2.978 -0.833 -2.249
H 1.960 -1.077 0.629
H 1.107 -0.349 -0.729
H 0.857 -3.176 1.597
H -0.718 -3.934 1.315
H -2.010 0.715 -1.044
H -1.963 1.748 -3.115
H -0.964 0.264 -3.063
H -0.599 1.551 -4.242
*
```

=====

# 3
The following is a DFT calculation (wB97M-V/def2-TZVPD) of a cluster of 8 separate species, C33H45BrN7O4P in total in a non-equilibrium geometry.

Values from the calculation:
SMILES string: CCCCOC(=O)OP(O)Br.c1cc[nH]c1.c1cc[nH]c1.c1cc[nH]c1.c1cc[nH]c1.c1cc[nH]c1.c1cc[nH]c1.c1cc[nH]c1
HOMO-LUMO gap in Eh: 0.294
E_HOMO in eV: -8.199

Geometry as ORCA input:
```
! RIJCOSX wB97M-V def2-TZVPD def2/J DEFGRID3
* xyz 0 1
C 1.883 1.435 -0.159
C 2.041 0.185 -1.176
C 2.637 -1.074 -0.368
C 1.541 -1.738 0.634
O 0.896 -2.900 0.044
C -0.389 -2.615 -0.462
O -0.690 -3.116 -1.576
O -1.393 -1.862 0.203
P -1.442 -0.226 -0.366
O -1.649 0.712 1.078
Br -3.343 0.202 -1.542
H 2.851 1.616 0.433
H 1.724 2.361 -0.831
H 1.019 1.265 0.564
H 2.767 0.549 -1.996
H 1.046 -0.065 -1.680
H 3.034 -1.894 -1.074
H 3.556 -0.689 0.213
H 2.162 -2.131 1.524
H 0.833 -0.960 1.068
H -2.472 1.251 0.940
C 4.476 -0.604 -5.493
C 3.584 -0.152 -6.497
C 2.311 -0.450 -6.077
N 2.401 -1.069 -4.858
C 3.718 -1.162 -4.493
H 5.554 -0.528 -5.500
H 3.845 0.337 -7.423
H 1.351 -0.277 -6.539
H 1.621 -1.403 -4.316
H 4.001 -1.617 -3.555
C 5.794 1.832 -2.188
C 6.475 3.019 -2.555
C 6.834 3.662 -1.396
N 6.391 2.908 -0.341
C 5.760 1.788 -0.816
H 5.376 1.090 -2.854
H 6.680 3.366 -3.558
H 7.363 4.588 -1.230
H 6.510 3.141 0.631
H 5.342 1.059 -0.138
C -4.909 -2.705 0.768
C -4.021 -3.441 -0.055
C -4.704 -4.541 -0.514
N -5.971 -4.499 0.006
C -6.106 -3.379 0.784
H -4.697 -1.783 1.290
H -3.002 -3.195 -0.286
H -4.399 -5.348 -1.162
H -6.691 -5.183 -0.159
H -7.039 -3.161 1.282
C -7.811 -2.846 5.653
C -8.252 -4.055 6.246
C -8.131 -5.044 5.299
N -7.637 -4.475 4.156
C -7.434 -3.137 4.365
H -7.772 -1.872 6.118
H -8.618 -4.188 7.253
H -8.354 -6.099 5.341
H -7.450 -4.965 3.296
H -7.041 -2.508 3.580
C -10.738 0.639 1.951
C -9.855 0.601 0.844
C -9.084 -0.529 0.974
N -9.466 -1.171 2.122
C -10.477 -0.468 2.721
H -11.482 1.393 2.162
H -9.791 1.319 0.040
H -8.298 -0.929 0.351
H -9.066 -2.027 2.471
H -10.921 -0.815 3.641
C 1.714 6.461 -2.542
C 2.602 6.414 -3.646
C 3.409 5.316 -3.474
N 3.046 4.702 -2.306
C 2.009 5.391 -1.733
H 0.944 7.197 -2.360
H 2.645 7.105 -4.475
H 4.210 4.921 -4.080
H 3.475 3.872 -1.927
H 1.574 5.061 -0.802
C 10.291 1.036 3.386
C 9.132 0.670 4.115
C 8.043 1.055 3.372
N 8.502 1.645 2.224
C 9.872 1.632 2.223
H 11.318 0.880 3.681
H 9.098 0.178 5.076
H 6.984 0.962 3.561
H 7.923 2.027 1.494
H 10.428 2.049 1.397
*
```